(1)
62
Properties=species:S:1:pos:R:3:forces:R:3 method="wB97M-V/def2-TZVPD" energy_ha=-1840.9923 charge=+1 spin_multiplicity=1
C -2.13219 -0.83778 2.22199 -0.3391 -0.4159 0.1683
O -2.48715 -0.19058 1.00295 0.8637 0.0114 0.5207
C -1.50036 -0.33330 0.01007 -0.4919 -0.0806 -0.9614
C -1.87422 -1.39812 -1.06201 0.5650 0.1426 0.3427
C -0.97939 -2.67389 -0.95935 -0.6076 0.9450 -0.9788
C 0.20328 -2.48584 -1.94029 0.4146 -1.0493 0.8068
C 1.44960 -3.34330 -1.53736 -0.1484 1.5499 0.4508
C 2.41931 -2.38640 -0.78426 0.1237 -0.7835 0.0301
C 3.23519 -1.48977 -1.76572 -0.5430 -0.1804 0.2860
P 3.15067 0.31579 -1.39917 0.0799 -0.6325 0.6645
C 2.50264 0.71068 0.26275 0.2972 0.1402 0.1912
C 2.55855 2.21357 0.64857 0.0827 -0.2872 0.5098
C 3.81338 2.60950 1.47414 -0.5531 0.7576 -0.5593
O 3.54466 2.48482 2.86511 0.9480 -0.2794 -0.2555
C 3.78483 1.20842 3.33611 1.1028 -0.0037 -0.0151
C 5.19295 0.65038 3.48924 0.1240 0.3999 -0.7684
O 2.86389 0.52804 3.60288 -1.8457 -1.0226 0.5348
P 2.07877 1.23432 -3.07290 -1.0959 1.0319 -2.4770
O 2.70297 0.67410 -4.24305 1.1062 -1.0333 -0.5499
O 0.53024 0.82106 -3.11247 0.8031 0.5308 1.7827
O 2.22207 2.82889 -3.14435 -0.1214 -0.7303 1.6470
H -1.06677 -0.72247 2.46968 -0.1934 0.1707 -0.1041
H -2.35030 -1.91548 2.16513 0.0397 0.1900 0.0266
H -2.73397 -0.40768 3.02595 0.0738 -0.0354 -0.1653
H -1.39373 0.66335 -0.45999 -0.0902 -0.1933 0.0700
H -0.50879 -0.60758 0.41314 -0.2472 0.1218 0.2651
H -2.93573 -1.65497 -1.01159 0.1263 0.2399 0.2300
H -1.71284 -0.91673 -2.03674 -0.1493 -0.3683 -0.0058
H -0.62222 -2.80141 0.07038 -0.1202 -0.1219 -0.1530
H -1.61767 -3.51242 -1.25326 0.4752 -0.2231 0.2022
H 0.48850 -1.42854 -1.84259 -0.0275 -0.1192 -0.5542
H -0.10122 -2.73354 -2.95988 -0.0962 0.4262 0.0912
H 1.11916 -4.08636 -0.80698 0.2511 -0.3191 -0.4420
H 1.96955 -3.76291 -2.40193 -0.2066 -0.3061 0.2166
H 3.14249 -2.96579 -0.19796 -0.1551 0.1467 -0.0237
H 1.80199 -1.83597 -0.06444 0.2539 0.0798 -0.0940
H 4.28914 -1.78447 -1.74080 -0.0995 0.2852 -0.0286
H 2.87995 -1.67511 -2.78774 0.1248 0.4776 0.0810
H 4.47454 0.80915 -1.46921 -0.4248 0.1494 -0.1113
H 3.10983 0.14989 0.98845 -0.1389 -0.0674 -0.2334
H 1.48835 0.30997 0.37250 0.1440 0.0539 -0.2916
H 2.42856 2.90858 -0.19080 0.0958 -0.2373 0.0000
H 1.71119 2.39381 1.32070 0.1018 0.0530 -0.2045
H 4.71079 2.05327 1.17022 -0.1235 0.0879 0.0702
H 3.97644 3.67545 1.28886 0.2324 -0.1966 0.1662
H 5.11942 -0.43741 3.44668 -0.0934 0.1617 0.1882
H 5.65108 0.93824 4.43817 -0.1197 0.1509 -0.1630
H 5.83459 0.95930 2.65448 0.0680 0.1509 0.3802
H 0.07296 1.01618 -2.27224 -0.3730 -0.0181 -0.4060
H 2.33508 3.25884 -2.27983 -0.1628 0.2824 -0.3572
C -6.33246 -0.21544 0.17389 -0.1187 -0.2149 0.0098
C -6.65988 1.17275 0.69890 0.6303 -0.0702 -0.2181
C -6.14909 2.25417 -0.24109 -0.1333 0.1885 -0.0115
O -6.07621 1.34532 1.98941 -0.2053 0.0442 0.1695
H -5.24916 -0.34851 0.08999 0.0061 0.1115 -0.0549
H -6.69533 -0.98139 0.86088 -0.0639 0.0423 -0.0182
H -6.78166 -0.38638 -0.80636 0.0192 -0.0057 0.0078
H -7.73890 1.27439 0.82146 0.0403 0.0306 0.1846
H -5.06054 2.19591 -0.34003 -0.0133 -0.1261 -0.0310
H -6.38226 3.24438 0.15249 -0.0581 -0.0324 -0.0115
H -6.59425 2.15952 -1.23318 0.0331 0.0099 0.0002
H -5.12031 1.25750 1.89239 -0.0662 -0.0102 -0.0463



(2)
19
Properties=species:S:1:pos:R:3:forces:R:3 method="wB97M-V/def2-TZVPD" energy_ha=-365.1990 smiles="CC(=O)N1CCCC1" spin_multiplicity=1
C -0.66291 -0.40358 -2.53620 0.0868 -1.1361 -0.2139
C 0.23756 -0.84473 -1.38334 1.0095 1.1658 -0.5135
N -0.24867 -0.61849 -0.11286 0.8400 0.7175 -0.9913
C -0.79999 0.74587 0.12152 -0.6315 -0.5758 1.3405
C 0.04238 1.28477 1.27438 -0.2337 2.1583 0.8456
C 0.89540 0.20653 1.87590 1.3475 -1.1824 -1.0542
C 0.54785 -1.06573 1.06360 -2.3077 0.1037 0.8865
O 1.32935 -1.33286 -1.60607 -0.2957 -0.5683 0.1593
H -0.22965 -0.75417 -3.46424 0.3338 -0.4125 -0.0106
H -1.56710 -1.00278 -2.37751 -0.3715 0.7587 -0.2604
H -0.80228 0.65213 -2.75776 -0.3622 0.0814 0.8295
H -0.81331 1.47979 -0.67568 0.4678 -0.5539 -0.6420
H -1.85387 0.66565 0.40871 0.0783 -0.1083 0.1855
H 0.67345 2.13425 0.97627 0.0216 -0.4163 -0.4632
H -0.55366 1.79795 2.03983 -0.3588 -0.4661 -0.0969
H 1.94876 0.43244 1.69170 -0.0130 0.0601 0.1568
H 0.78795 0.04958 2.94079 -0.2371 -0.0110 0.1562
H 1.29540 -1.82832 0.89133 0.4191 0.4812 -0.6334
H -0.22666 -1.59827 1.62965 0.2067 -0.0960 0.3193



(3)
7
Properties=species:S:1:pos:R:3:forces:R:3 method="wB97M-V/def2-TZVPD" energy_ha=-829.0955 charge=-1 spin_multiplicity=1
N -1.19504 0.06553 0.11523 1.9139 -2.8068 -2.7019
O 2.41320 -0.90236 0.50209 1.6791 -2.6902 0.7111
O -2.05761 0.26496 -0.68945 -1.0657 0.2698 -1.2712
O -1.17662 0.45239 1.21446 -0.1673 1.6756 3.9485
O 1.69236 0.79596 -1.00985 0.0738 0.2812 0.5805
O -0.15127 -0.73998 -0.26534 -1.3637 0.3787 0.2477
S 1.51777 0.16552 0.30057 -1.0701 2.8916 -1.5146



(4)
95
Properties=species:S:1:pos:R:3:forces:R:3 method="wB97M-V/def2-TZVPD" energy_ha=-2584.6465 smiles="CCOC(=O)CCCN1c2ccc(-c3ccncc3)cc2Sc2c1cccc2P(C)CC.COC[C@@H](C)N.COC[C@@H](C)N" spin_multiplicity=1
C 0.06454 5.45508 -2.89855 -0.4726 -0.0008 -0.5049
C -1.43385 4.90850 -3.30841 -0.4294 1.0822 1.0122
O -1.48158 3.48767 -3.69933 0.7193 -0.6477 3.0268
C -1.11151 2.63029 -2.55800 6.0610 -1.8025 -0.5974
O 0.16075 2.14760 -2.56821 -8.3993 3.0313 0.1680
C -2.16396 2.19957 -1.33190 1.1766 -0.0783 -1.0114
C -1.91210 0.55811 -1.13131 -0.1054 1.5009 -0.3074
C -0.75421 0.42503 0.02133 -0.9727 1.6597 0.4577
N -0.36965 -0.99025 0.38889 2.3922 -0.6544 -2.1225
C -0.56718 -1.97230 -0.74351 -1.4635 -3.6445 -3.0668
C -1.94761 -2.91534 -0.77833 2.9685 -0.3578 -2.8182
C -2.16804 -4.01537 -2.01823 2.6346 1.4896 -0.1592
C -1.08501 -4.26237 -3.22282 1.2255 2.8048 2.2366
C -1.22430 -5.31614 -4.46999 -0.6748 -2.3221 -3.5297
C -0.72938 -6.86603 -4.52233 -1.5411 2.0601 -2.3950
C -0.92559 -7.71805 -5.86537 -0.1211 0.7476 0.5019
N -1.55003 -7.38738 -7.17617 0.8835 4.9150 6.3412
C -1.98298 -5.96605 -7.07903 0.2415 0.2996 0.7992
C -1.87312 -4.88629 -5.89993 1.3171 -3.2117 1.0853
C 0.28327 -3.31666 -3.20560 -2.8156 0.2532 3.1015
C 0.48675 -2.23326 -1.99193 -2.3440 -1.5730 0.5958
S 2.07310 -1.20554 -1.96368 -1.2966 -0.9249 1.9431
C 2.40746 -1.00169 -0.09378 -0.4797 0.1027 2.6903
C 1.06767 -0.90786 0.85555 4.2120 -0.0930 2.8132
C 1.35011 -0.68158 2.48655 3.8238 -0.4540 -2.9417
C 2.93433 -0.60453 3.01509 -0.2900 -0.2293 -3.0482
C 4.24421 -0.74021 2.02329 -4.5475 -0.2291 -2.1822
C 3.96570 -0.93738 0.41783 -2.8453 -0.0730 3.5916
P 5.32547 -1.13573 -0.93622 -0.8982 -0.0851 -0.5001
C 7.01729 -0.49494 -0.32280 0.3060 -0.5716 1.2098
C 5.45472 -3.04828 -1.28266 0.4880 -1.4056 -0.4354
C 5.25199 -3.29288 -2.92258 -0.6209 0.5562 0.4001
H -0.06533 6.56010 -2.49876 0.3126 -2.1970 -1.0127
H 0.54731 4.82837 -2.02530 -1.0207 1.1201 -1.9639
H 0.73888 5.42009 -3.88193 -1.3387 0.1371 2.4025
H -2.15967 5.03849 -2.38785 1.4033 -0.0995 -1.6653
H -1.90847 5.52304 -4.19890 1.1887 -1.4190 1.7428
H -1.78180 2.77935 -0.38036 -1.0060 -1.0292 -1.9190
H -3.27756 2.45751 -1.59944 2.3928 -0.3654 0.5786
H -2.97017 0.13383 -0.80430 2.4976 0.5094 -0.6105
H -1.57867 0.17747 -2.20505 -0.7352 0.3909 2.6121
H -1.21487 0.91036 1.01006 0.9034 -1.0305 -2.0338
H 0.22452 1.05340 -0.19767 -2.2192 -1.2587 -0.1262
H -2.77660 -2.81529 0.07434 2.1047 -0.2390 -2.1478
H -3.14883 -4.67739 -2.03754 2.2935 1.6071 0.1395
H -0.22734 -7.35297 -3.57479 -1.1312 1.0275 -2.2653
H -0.49455 -8.83321 -5.82194 -1.0922 2.7429 -0.0513
H -2.50864 -5.56850 -8.07737 1.3102 -0.9499 2.4606
H -2.26103 -3.78524 -6.06016 0.8405 -2.5939 0.2757
H 1.11481 -3.42886 -4.03700 -1.9365 0.2774 1.9776
H 0.47791 -0.56734 3.25896 1.8610 -0.3081 -1.7607
H 3.16979 -0.44010 4.16568 -0.7210 -0.5076 -2.5955
H 5.36677 -0.71441 2.37209 -2.6578 -0.0066 -0.5204
H 7.35502 -1.15495 0.58236 -0.2929 1.4695 -1.5045
H 6.89231 0.62870 -0.00805 0.3352 -2.2466 -0.6570
H 7.80629 -0.61728 -1.17806 -1.6823 0.3138 1.5351
H 4.62586 -3.66120 -0.71580 1.6225 1.4186 -0.9919
H 6.51147 -3.48105 -0.96805 -2.1593 0.9159 -0.4633
H 4.90852 -4.38505 -3.18259 0.7232 2.0680 0.7135
H 6.23419 -3.06876 -3.52050 -1.9448 -0.2652 1.1866
H 4.37897 -2.54414 -3.22871 2.0227 -1.6803 0.3429
C 3.43695 -2.15210 7.85232 0.0619 -0.3154 -0.0588
C 4.22156 -0.86766 7.59916 -0.4043 -0.0086 0.1919
C 4.21204 0.10482 8.80162 0.0710 0.3232 -0.3177
O 3.00036 0.85327 8.93886 0.4257 -0.4434 0.2550
C 1.97111 0.17709 9.64496 -0.1676 0.3101 -0.1848
N 3.70733 -0.22543 6.38115 0.0595 0.4160 0.1866
H 2.35525 -1.99496 7.84075 0.1229 0.0777 0.0098
H 3.65970 -2.89365 7.07635 -0.0407 0.1909 0.0961
H 3.70825 -2.59198 8.81749 -0.0494 0.0628 -0.0730
H 5.26401 -1.15828 7.41989 -0.0632 0.1594 0.0368
H 4.99863 0.85095 8.63501 -0.1750 -0.0021 -0.0103
H 4.46478 -0.40695 9.73777 -0.1503 -0.0930 -0.0079
H 2.36452 -0.43585 10.46136 0.0338 -0.0459 -0.0864
H 1.38299 -0.43334 8.95746 -0.0436 -0.1901 0.1525
H 1.30182 0.92999 10.07104 0.1651 -0.0154 -0.0626
H 4.28720 0.58953 6.17353 -0.0644 -0.1829 -0.0317
H 2.79669 0.18174 6.61412 0.2214 -0.1706 -0.0659
C -5.22998 4.51821 -2.66894 0.1727 -0.0998 -0.2215
C -5.88456 3.78543 -1.50102 -0.1147 0.5141 -0.0177
C -7.39942 4.06798 -1.37031 0.0399 -0.1225 0.4148
O -7.70939 5.33044 -0.77257 -0.0235 -0.4131 -0.5318
C -7.71698 6.42199 -1.68011 0.0042 0.1516 0.3642
N -5.16440 4.11830 -0.26368 -0.3287 -0.0116 0.1825
H -5.11269 5.58895 -2.48276 -0.0731 -0.1031 0.0627
H -4.22792 4.11576 -2.85752 -0.1867 0.0626 0.0351
H -5.81457 4.39266 -3.58607 0.0507 0.0351 0.0876
H -5.76570 2.71123 -1.68881 -0.1237 0.0349 0.0965
H -7.82369 3.31389 -0.69612 0.0436 0.1687 0.0115
H -7.91700 3.95096 -2.32978 0.0787 0.1416 -0.0647
H -8.10657 6.13929 -2.66260 0.0883 -0.0510 0.0089
H -6.71308 6.84009 -1.77253 -0.0075 0.0582 -0.2384
H -8.36137 7.20252 -1.26552 0.0310 -0.1747 0.0141
H -5.55653 3.56452 0.49992 0.1823 0.0517 -0.1429
H -5.41568 5.07990 -0.01566 0.1577 -0.2616 -0.1232